[1]
Computed, not measured: a cluster of 2 separate species, C4H8NO in total, with ωB97M-V/def2-TZVPD.

Last column: natural (NBO) charge in e.
CARTESIAN COORDINATES (ANGSTROEM)
C: -0.90436 1.47893 -2.00562  -0.376
C: 0.65491 0.60328 -0.11235  -0.031
C: -0.19009 0.92757 -1.07428  0.058
C: -0.00638 -1.56131 0.32932  0.069
N: 0.03488 -1.48080 1.58861  -0.637
O: 0.77355 0.95707 1.21299  -0.674
H: -1.66669 1.13447 -2.66597  0.257
H: -0.67917 2.50223 -2.08084  0.252
H: 1.77788 0.40646 -0.44144  0.234
H: 0.87133 -1.77280 -0.25670  0.236
H: -0.96039 -1.75136 -0.12781  0.228
H: 0.96939 -1.27234 1.95578  0.444
H: -0.78441 -1.67987 2.17923  0.449
H: 0.10954 1.50846 1.49907  0.492

Forces on the atoms, in the same order (eV/Å):
C 0.257 -0.584 0.629
C 4.127 0.983 -0.966
C -0.628 -0.242 0.856
C -0.745 -1.072 -2.132
N 0.766 -0.352 1.818
O 1.570 -2.109 -1.262
H -0.415 -0.698 -0.022
H 0.379 1.459 -0.528
H -2.520 -0.081 0.325
H 0.150 0.232 0.056
H -0.218 -0.018 -0.264
H -0.832 -0.316 0.741
H 0.738 0.656 -0.242
H -2.629 2.143 0.993

* relative energy (zero: lowest compared OMol25 entry of this formula, charge and spin): 3.3973 eV
* gap between HOMO and LUMO: 9.14 eV
* 2S+1: 1
* highest occupied orbital energy: -13.78 eV
* total charge: +1

***

[2]
Computed, not measured: a structure of composition C4H8NO, with ωB97M-V/def2-TZVPD.

Last column: Mulliken spin population.
CARTESIAN COORDINATES (ANGSTROEM)
C: 0.21745 -1.03786 -0.29367  0.667
C: -0.96759 -0.10163 -0.12369  0.038
C: 0.96576 -0.21315 0.49236  0.791
C: -2.07037 0.55424 -1.03966  0.049
N: 2.27780 -0.02098 0.93072  0.021
O: 0.04365 0.73560 0.71897  0.294
H: 0.36372 -1.80259 -0.93901  0.007
H: -1.62590 -0.46846 0.77661  0.070
H: -2.63475 1.21798 -0.49710  -0.008
H: -2.70703 -0.17191 -1.31265  -0.002
H: -1.70569 0.95605 -1.90040  -0.003
H: 2.23276 1.00456 0.96986  -0.001
H: 3.05592 -0.16136 0.35612  0.019
H: 2.55426 -0.49048 1.86153  0.057

Forces on the atoms, in the same order (eV/Å):
C -4.662 -1.088 -2.753
C -2.357 -1.132 2.764
C 1.430 2.283 3.215
C 4.166 -0.621 1.954
N -0.732 1.027 2.466
O 0.632 0.999 -0.772
H 0.616 -2.085 -1.843
H 1.061 0.182 -1.536
H -0.975 1.807 1.474
H -2.166 -3.069 -0.838
H 1.177 1.437 -2.326
H 0.667 0.281 1.127
H 1.579 -0.903 -2.082
H -0.437 0.882 -0.848

* relative energy (zero: lowest compared OMol25 entry of this formula, charge and spin): 2.3403 eV
* expectation value of S²: 2.007
* gap between HOMO and LUMO (alpha / beta): 6.35 / 9.42 eV
* 2S+1: 3
* highest occupied orbital energy (alpha / beta): -10.19 / -15.65 eV
* total charge: +1

***

[3]
Computed, not measured: a cluster of 2 separate species, C4H8NO2 in total, with ωB97M-V/def2-TZVPD.

Last column: natural (NBO) charge in e.
CARTESIAN COORDINATES (ANGSTROEM)
C: 0.70928 -1.68649 1.60273  -0.616
C: 0.39123 -0.52574 0.70292  -0.321
C: 0.90889 0.69346 0.87915  0.000
N: 0.68293 1.78434 0.03026  -0.866
H: 1.34258 -1.35111 2.43159  0.184
H: -0.17930 -2.15736 2.02902  0.193
H: 1.26542 -2.46095 1.06011  0.192
H: -0.34179 -0.65905 -0.08378  0.245
H: 1.57338 0.91243 1.71698  0.147
H: 0.57508 2.66373 0.50964  0.345
H: -0.02791 1.60748 -0.72061  0.443
O: -1.34682 1.25418 -1.81553  -0.820
C: -1.71473 0.28388 -2.52712  0.645
O: -1.60241 -0.93404 -2.34196  -0.762
H: -2.23582 0.57524 -3.47338  -0.010

Forces on the atoms, in the same order (eV/Å):
C 0.372 0.175 -0.155
C -0.083 0.166 0.430
C -0.398 0.296 -0.250
N 0.029 -0.395 -0.323
H -0.013 -0.080 0.006
H -0.071 0.021 -0.064
H -0.086 -0.060 0.101
H 0.079 -0.127 -0.223
H 0.023 -0.137 -0.024
H -0.059 -0.023 -0.049
H 0.310 0.114 0.678
O -0.047 -0.077 -0.111
C -0.106 0.231 -0.063
O 0.139 -0.224 0.226
H -0.091 0.119 -0.180

* relative energy (zero: lowest compared OMol25 entry of this formula, charge and spin): 0.8102 eV
* gap between HOMO and LUMO: 7.90 eV
* 2S+1: 1
* highest occupied orbital energy: -3.88 eV
* total charge: -1

***

[4]
Computed, not measured: the ion C4H8NO2 with charge -1, with ωB97M-V/def2-TZVPD.

Last column: natural (NBO) charge in e.
CARTESIAN COORDINATES (ANGSTROEM)
N: -0.98516 1.48341 0.07430  -0.809
C: 0.15115 0.69941 0.57906  -0.150
C: 1.26886 1.04618 -0.40840  0.440
O: 1.93589 2.04758 -0.52987  -0.581
C: -0.03876 -0.78400 0.76710  -0.447
C: -0.42895 -1.71913 -0.42533  -0.011
O: 0.05830 -2.97396 -0.35066  -0.950
H: -1.32748 1.08466 -0.81192  0.363
H: -0.64380 2.42246 -0.10555  0.354
H: 0.47402 1.12969 1.53114  0.180
H: 1.10990 0.50083 -1.42296  0.087
H: -0.79449 -0.87756 1.54424  0.190
H: 0.88918 -1.17360 1.28081  0.206
H: -1.56759 -1.75908 -0.42075  0.070
H: -0.10107 -1.12688 -1.30121  0.058

Forces on the atoms, in the same order (eV/Å):
N -0.221 -0.539 -0.328
C 1.622 0.783 0.145
C -1.565 -0.269 -3.425
O 0.496 0.163 1.469
C 0.268 -0.726 1.217
C -0.311 -0.619 0.583
O 0.229 0.517 0.030
H 0.244 0.207 0.537
H -0.237 -0.018 -0.112
H -0.297 0.159 0.164
H 0.478 -0.213 1.371
H -0.267 -0.125 0.219
H -0.645 0.209 -0.845
H 0.400 0.568 -0.279
H -0.194 -0.095 -0.746

* relative energy (zero: lowest compared OMol25 entry of this formula, charge and spin): 3.3392 eV
* SMILES string: N[C@H](C=O)CC[O-]
* gap between HOMO and LUMO: 6.18 eV
* 2S+1: 1
* highest occupied orbital energy: -2.42 eV
* total charge: -1

***

[5]
Computed, not measured: the ion C4H8NO2 with charge -1, with ωB97M-V/def2-TZVPD.

Last column: natural (NBO) charge in e.
CARTESIAN COORDINATES (ANGSTROEM)
N: 0.43193 -1.63195 0.21185  -0.840
C: -0.37266 -0.56153 -0.37780  -0.172
C: -1.86822 -0.82139 -0.23168  0.462
O: -2.36466 -1.91742 -0.26083  -0.562
C: -0.03979 0.82902 0.15913  -0.462
C: 1.40058 1.32721 -0.13203  0.008
O: 1.54633 2.62287 0.13583  -0.946
H: 1.13878 -1.18920 0.79375  0.365
H: -0.13751 -2.22345 0.81390  0.351
H: -0.20275 -0.61928 -1.46721  0.193
H: -2.45686 0.10479 -0.08897  0.101
H: -0.66769 1.67631 -0.12506  0.216
H: -0.12275 0.69673 1.25174  0.172
H: 1.62565 1.00012 -1.18521  0.058
H: 2.08962 0.70719 0.50258  0.055

Forces on the atoms, in the same order (eV/Å):
N 0.060 -0.064 0.435
C -0.747 0.335 -0.511
C 1.038 0.016 -0.116
O -0.415 -0.145 0.227
C 0.630 -0.627 0.812
C 0.137 0.141 0.402
O -0.005 0.321 -0.194
H -0.008 -0.122 -0.099
H 0.037 0.114 -0.176
H -0.056 0.335 -0.044
H -0.296 -0.061 -0.139
H -0.363 -0.362 -0.330
H -0.107 0.450 -0.016
H 0.006 0.061 -0.160
H 0.089 -0.392 -0.091

* relative energy (zero: lowest compared OMol25 entry of this formula, charge and spin): 2.8785 eV
* SMILES string: N[C@@H](C=O)CC[O-]
* gap between HOMO and LUMO: 6.16 eV
* 2S+1: 1
* highest occupied orbital energy: -2.48 eV
* total charge: -1

***

[6]
Computed, not measured: the ion C4H8NO2 with charge -1, with ωB97M-V/def2-TZVPD.

Last column: natural (NBO) charge in e.
CARTESIAN COORDINATES (ANGSTROEM)
C: 1.77301 -0.38154 1.90505  -0.598
C: 0.50171 -0.62826 1.07378  -0.402
C: 0.32121 0.31493 -0.07173  -0.167
N: 0.07231 1.73192 0.34291  -0.856
C: -0.78697 -0.26757 -1.05051  0.748
O: -1.92224 0.02395 -0.65664  -0.781
O: -0.38071 -0.95676 -2.05315  -0.799
H: 2.65930 -0.70182 1.16162  0.179
H: 1.85782 0.73425 2.07014  0.205
H: 1.88617 -0.89965 2.78386  0.186
H: 0.76564 -1.70164 0.71224  0.205
H: -0.39444 -0.75826 1.76582  0.201
H: 1.27041 0.41633 -0.73579  0.181
H: -0.68546 1.92562 0.90994  0.347
H: -0.29591 2.09889 -0.52932  0.353

Forces on the atoms, in the same order (eV/Å):
C 1.556 2.617 -4.141
C 0.816 -3.040 1.407
C 0.729 0.509 -1.747
N 1.897 -0.394 -2.200
C 1.420 -0.594 -0.507
O -1.022 -0.105 -0.394
O -0.709 1.126 1.646
H -1.565 0.890 1.831
H 0.213 -1.151 0.092
H -0.004 -1.339 2.109
H -1.241 1.628 -0.053
H 0.783 0.545 -1.118
H -1.199 -0.560 1.351
H -2.000 -0.617 1.860
H 0.325 0.485 -0.137

* relative energy (zero: lowest compared OMol25 entry of this formula, charge and spin): 1.1978 eV
* SMILES string: CC[C@H](N)C(=O)[O-]
* gap between HOMO and LUMO: 7.83 eV
* 2S+1: 1
* highest occupied orbital energy: -3.79 eV
* total charge: -1

***

The calculation returns the following E values, one per record and in order: -7804.7055, -7801.3770, -9863.9764, -9861.4475, -9861.9082, -9863.5889 eV.